C40H56F8O28 | wB97M-V/def2-TZVPD

## Properties
* 2S+1: 1
* electronic energy: -121456.903 eV
* F_max: 4.4 eV Å⁻¹
* ΔE to the lowest compared entry with this formula, charge and spin: 0.0 kcal per mole
* HOMO energy: -9.10 eV
* SMILES: O=C1OC[C@@H](F)O1.O=C1OC[C@@H](F)O1.O=C1OC[C@@H](F)O1.O=C1OC[C@@H](F)O1.O=C1OC[C@@H](F)O1.O=C1OC[C@@H](F)O1.O=C1OC[C@@H](F)O1.O=C1OC[C@@H](F)O1.C1CCOC1.C1CCOC1.C1CCOC1.C1CCOC1
* net charge: 0

Structure (XYZ):
```
132
C40H56F8O28 wB97M-V/def2-TZVPD
C 0.990 -3.495 4.450
C 1.065 -3.141 2.996
C 2.169 -2.141 3.068
O 3.149 -2.682 4.010
C 2.434 -3.581 4.895
H 0.472 -4.458 4.533
H 0.394 -2.820 5.058
H 0.078 -2.853 2.593
H 1.363 -3.993 2.429
H 1.853 -1.157 3.343
H 2.694 -2.082 2.117
H 2.693 -3.410 5.905
H 2.819 -4.558 4.584
C 4.011 0.338 -4.473
C 5.494 0.821 -4.605
C 5.395 2.114 -3.723
O 4.320 1.941 -2.826
C 3.754 0.632 -3.053
H 3.814 -0.736 -4.619
H 3.403 0.932 -5.142
H 5.902 1.036 -5.590
H 6.121 0.072 -4.128
H 5.181 2.949 -4.408
H 6.343 2.278 -3.198
H 2.683 0.705 -2.771
H 4.170 -0.115 -2.377
C -2.706 4.066 2.716
C -4.192 3.959 2.312
C -4.139 3.550 0.853
O -2.854 2.920 0.678
C -2.207 2.861 1.951
H -2.588 3.964 3.795
H -2.285 5.006 2.387
H -4.638 4.955 2.362
H -4.740 3.227 2.922
H -4.245 4.317 0.092
H -4.967 2.894 0.580
H -1.145 2.998 1.738
H -2.447 1.970 2.484
C 0.025 0.253 1.084
C 1.210 -0.088 0.151
C 0.488 -0.058 -1.186
O -0.811 -0.522 -0.903
C -1.275 0.124 0.278
H 0.289 1.204 1.559
H -0.044 -0.443 1.912
H 1.563 -1.140 0.254
H 2.027 0.630 0.263
H 1.003 -0.638 -1.911
H 0.397 0.951 -1.582
H -2.008 -0.497 0.748
H -1.722 1.111 0.102
C -1.860 3.030 -4.303
C -1.527 2.759 -2.827
O -2.585 3.373 -2.079
C -3.147 4.267 -2.944
O -4.016 5.066 -2.569
O -2.653 4.183 -4.201
F -0.328 3.431 -2.568
H -2.371 2.214 -4.861
H -0.944 3.215 -4.819
H -1.414 1.748 -2.525
C 5.266 -4.131 -2.488
C 4.576 -2.982 -3.142
O 3.491 -2.676 -2.294
C 3.334 -3.725 -1.386
O 2.344 -3.811 -0.710
O 4.395 -4.553 -1.469
F 3.984 -3.414 -4.328
H 6.275 -3.928 -2.066
H 5.282 -4.932 -3.244
H 5.151 -2.112 -3.436
C 2.249 4.050 -0.694
C 3.353 4.931 0.054
O 3.471 4.222 1.274
C 2.259 3.616 1.589
O 1.969 3.241 2.679
O 1.512 3.543 0.473
F 2.921 6.260 0.096
H 2.693 3.236 -1.335
H 1.737 4.776 -1.259
H 4.317 5.007 -0.492
C 0.262 1.539 4.520
C -0.008 2.631 5.610
O -0.323 1.887 6.765
C -0.429 0.515 6.446
O -0.790 -0.295 7.224
O 0.054 0.244 5.199
F -1.058 3.475 5.359
H 1.235 1.498 3.977
H -0.547 1.612 3.798
H 0.856 3.242 5.871
C -3.822 0.460 -1.542
C -5.361 0.642 -1.781
O -5.616 0.334 -3.166
C -4.389 0.209 -3.753
O -4.217 -0.086 -4.916
O -3.393 0.509 -2.899
F -5.554 2.001 -1.760
H -3.454 -0.495 -1.180
H -3.489 1.318 -0.969
H -6.071 0.182 -1.120
C 0.589 -2.456 -4.951
C -0.939 -2.175 -5.008
O -0.994 -0.777 -5.198
C 0.166 -0.282 -4.614
O 0.358 0.895 -4.373
O 1.143 -1.249 -4.548
F -1.591 -2.638 -3.902
H 1.012 -2.708 -5.942
H 0.726 -3.253 -4.208
H -1.381 -2.724 -5.859
C -0.796 -4.569 -1.204
C -1.706 -3.762 -0.282
O -1.219 -4.241 1.011
C -0.716 -5.469 0.874
O -0.398 -6.158 1.808
O -0.540 -5.777 -0.456
F -3.052 -4.097 -0.413
H 0.090 -3.972 -1.415
H -1.226 -4.766 -2.169
H -1.617 -2.689 -0.392
C -3.982 -1.733 5.716
C -2.680 -2.503 5.579
O -2.045 -1.930 4.381
C -2.988 -1.199 3.749
O -2.736 -0.620 2.738
O -4.111 -1.035 4.468
F -2.891 -3.798 5.381
H -4.023 -1.015 6.556
H -4.836 -2.433 5.771
H -1.993 -2.358 6.383
```

***

C3H7N3O2 | wB97M-V/def2-TZVPD

## Properties
* 2S+1: 1
* electronic energy: -11780.735 eV
* F_max: 7.7 eV Å⁻¹
* ΔE to the lowest compared entry with this formula, charge and spin: 243.9 kcal per mole
* HOMO energy: -8.86 eV
* net charge: 0

Structure (XYZ):
```
15
C3H7N3O2 wB97M-V/def2-TZVPD
C 0.255 2.452 -0.326
C -0.272 1.077 -0.408
C -0.336 -1.103 0.561
H -0.631 3.373 0.155
H 1.368 2.014 0.211
H 0.369 2.933 -1.537
H -1.048 -1.032 -2.637
H -1.150 -1.291 -0.380
H 0.057 -3.259 1.097
H 1.717 -1.240 2.092
N -0.597 0.719 -1.659
N 0.127 0.227 0.647
N 0.072 -2.198 1.288
O -0.912 -0.794 -1.589
O 0.982 -1.878 2.485
```

***

C5H4N4 | wB97M-V/def2-TZVPD

## Properties
* 2S+1: 1
* electronic energy: -11205.653 eV
* F_max: 5.4 eV Å⁻¹
* ΔE to the lowest compared entry with this formula, charge and spin: 111.8 kcal per mole
* HOMO energy: -10.06 eV
* net charge: 0

Structure (XYZ):
```
13
C5H4N4 wB97M-V/def2-TZVPD
C -2.407 0.640 0.055
C 2.022 1.380 -0.026
C 0.520 -0.163 -0.013
C -1.125 -2.091 0.018
C -0.705 -0.858 -0.025
N -3.212 1.448 0.089
N 2.621 0.233 0.102
N 1.707 -0.727 0.112
N 0.680 1.193 -0.106
H 2.504 2.335 -0.059
H -0.388 -2.886 0.018
H -2.162 -2.378 0.050
H -0.056 1.874 -0.216
```

***

C24H26AlAsN5O2S2 | wB97M-V/def2-TZVPD

## Properties
* 2S+1: 1
* electronic energy: -125960.183 eV
* F_max: 1.3 eV Å⁻¹
* ΔE to the lowest compared entry with this formula, charge and spin: 12.7 kcal per mole
* HOMO energy: -10.61 eV
* net charge: +1

Structure (XYZ):
```
61
C24H26AlAsN5O2S2 wB97M-V/def2-TZVPD
Al 1.435 1.225 0.611
N -2.774 -1.253 6.451
C -2.186 -1.480 5.250
C -0.788 -1.415 5.128
C -0.197 -1.527 3.891
C -0.989 -1.727 2.772
C -2.368 -1.824 2.864
C -2.961 -1.720 4.103
S -0.208 -1.555 1.212
O -1.063 -1.870 0.103
O 1.142 -2.044 1.147
N 0.064 0.103 1.176
C -0.875 1.037 1.076
N -2.159 0.829 1.320
C -2.958 1.872 1.240
C -2.498 3.153 0.933
C -1.155 3.286 0.642
N -0.336 2.234 0.685
H -2.196 -1.241 7.272
H -3.755 -1.438 6.573
H -0.183 -1.256 6.008
H 0.873 -1.470 3.760
H -2.955 -1.981 1.973
H -4.031 -1.806 4.211
H -4.004 1.670 1.428
H -3.169 3.992 0.899
H -0.715 4.234 0.364
S 2.434 2.167 2.428
C 3.706 1.306 1.643
C 5.005 1.146 2.132
C 5.925 0.465 1.364
C 5.538 -0.058 0.124
C 4.243 0.130 -0.295
N 3.347 0.800 0.442
H 5.255 1.563 3.094
H 6.940 0.353 1.718
H 6.239 -0.598 -0.493
H 3.881 -0.239 -1.249
C 1.692 1.260 -3.359
As 0.906 0.394 -1.762
C 1.275 -1.479 -2.170
C -1.045 0.503 -2.077
C -1.446 -0.002 -3.424
C -1.407 0.836 -4.536
C -1.796 0.372 -5.781
C -2.235 -0.933 -5.929
C -2.278 -1.771 -4.827
C -1.876 -1.315 -3.584
H 1.225 0.880 -4.268
H 2.763 1.054 -3.403
H 1.555 2.341 -3.310
H 0.797 -1.729 -3.121
H 0.856 -2.092 -1.374
H 2.345 -1.675 -2.245
H -1.357 1.544 -1.942
H -1.493 -0.113 -1.292
H -1.100 1.867 -4.413
H -1.767 1.034 -6.632
H -2.558 -1.290 -6.894
H -2.638 -2.782 -4.933
H -1.925 -1.967 -2.722
```

***

C5H14 | wB97M-V/def2-TZVPD

## Properties
* 2S+1: 1
* electronic energy: -5411.081 eV
* F_max: 2.7 eV Å⁻¹
* ΔE to the lowest compared entry with this formula, charge and spin: 22.3 kcal per mole
* HOMO energy: -10.94 eV
* SMILES: CCC.CC
* net charge: 0

Structure (XYZ):
```
19
C5H14 wB97M-V/def2-TZVPD
C 0.443 -1.134 -2.012
C 0.750 -2.347 -1.146
H 1.147 -0.261 -1.914
H 0.349 -1.278 -3.089
H -0.494 -0.616 -1.807
H 1.409 -1.972 -0.360
H 1.371 -3.185 -1.453
H -0.214 -2.777 -0.872
C -0.086 1.428 0.782
C 0.079 1.780 2.250
C -1.316 0.524 0.414
H -0.199 2.341 0.195
H 0.765 0.883 0.364
H -0.719 2.366 2.693
H -2.290 0.980 0.638
H -1.247 0.554 -0.665
H -1.155 -0.406 0.930
H 0.330 0.828 2.747
H 1.078 2.293 2.306
```

***

C8H12N4 | wB97M-V/def2-TZVPD

## Properties
* 2S+1: 2
* electronic energy: -14449.329 eV
* F_max: 2.2 eV Å⁻¹
* ΔE to the lowest compared entry with this formula, charge and spin: 14.1 kcal per mole
* HOMO energy (alpha / beta): 0.92 / -5.34 eV
* net charge: -1
* expectation value of S²: 0.750

Structure (XYZ):
```
24
C8H12N4 wB97M-V/def2-TZVPD
C 3.803 2.038 -1.961
C 0.759 1.707 -0.172
C 2.569 1.501 -1.323
C 1.916 0.327 -1.426
N 1.819 2.380 -0.489
N 0.784 0.433 -0.649
H -0.091 2.095 0.363
H 0.266 -0.397 -0.400
H 2.222 -0.572 -1.928
H 4.699 1.444 -1.711
H 4.103 2.944 -1.401
H 3.735 2.356 -2.997
C -0.860 0.028 2.141
C -2.787 -0.682 0.607
C -1.639 -0.912 1.321
C -2.202 -2.832 0.575
N -3.134 -1.955 0.142
N -1.224 -2.233 1.224
H -3.574 0.045 0.574
H -4.137 -2.158 0.067
H 0.246 -0.061 2.184
H -0.947 -0.093 3.228
H -2.263 -3.903 0.480
H -0.925 1.029 1.737
```

***

C11H29Br3N2O | wB97M-V/def2-TZVPD

## Properties
* 2S+1: 1
* electronic energy: -227034.875 eV
* F_max: 1.8 eV Å⁻¹
* ΔE to the lowest compared entry with this formula, charge and spin: 0.0 kcal per mole
* HOMO energy: -1.44 eV
* net charge: -2

Structure (XYZ):
```
46
C11H29Br3N2O wB97M-V/def2-TZVPD
N -1.077 -2.396 -0.275
H -0.770 -2.471 -1.261
H -1.422 -3.352 -0.076
H -1.848 -1.733 -0.172
H -0.272 -2.304 0.407
C -0.358 -1.558 3.188
C 0.815 -2.355 2.625
C 0.633 -3.892 2.665
O 1.135 -1.964 1.323
H -1.247 -1.857 2.629
H -0.117 -0.502 3.076
H -0.490 -1.844 4.237
H 1.662 -2.015 3.254
H -0.165 -4.153 1.965
H 0.353 -4.284 3.649
H 1.507 -4.450 2.329
C 3.162 3.760 -0.796
C 2.302 2.495 -0.742
C 0.821 2.793 -0.754
N -0.072 1.573 -0.666
C 0.171 0.906 0.654
C -1.562 2.023 -0.787
C -2.178 1.098 -1.787
C -1.083 0.860 -2.790
C 0.089 0.580 -1.859
H 3.023 4.217 0.184
H 2.968 4.393 -1.662
H 4.205 3.454 -0.878
H 2.642 2.010 0.176
H 2.668 1.781 -1.483
H 0.550 3.275 -1.695
H 0.454 3.339 0.115
H -0.650 0.218 0.858
H 0.209 1.616 1.480
H 1.121 0.376 0.631
H -2.137 1.952 0.138
H -1.534 3.046 -1.162
H -2.456 0.124 -1.375
H -3.114 1.475 -2.199
H -1.318 0.039 -3.465
H -0.894 1.739 -3.418
H -0.033 -0.356 -1.312
H 1.101 0.524 -2.250
Br -3.555 -0.066 0.995
Br -0.283 -2.716 -3.411
Br -2.956 -5.397 -0.301
```

***

C7H10NO5P | wB97M-V/def2-TZVPD

## Properties
* 2S+1: 1
* electronic energy: -28438.839 eV
* F_max: 3.4 eV Å⁻¹
* ΔE to the lowest compared entry with this formula, charge and spin: 0.0 kcal per mole
* HOMO energy: -11.05 eV
* SMILES: O=C1N=C2CCCCCO[P@](=O)(O1)O2
* net charge: 0

Structure (XYZ):
```
24
C7H10NO5P wB97M-V/def2-TZVPD
C -0.909 1.117 0.754
C -2.870 1.456 -0.511
C 0.364 1.783 1.043
C 1.637 0.862 0.697
C 1.588 0.338 -0.787
C 1.691 -1.309 -0.824
C 0.420 -2.082 -0.430
N -1.755 1.835 0.041
O -3.831 1.897 -1.002
O -2.346 -2.500 0.786
O -1.082 -0.097 1.196
O -3.024 -0.211 -0.352
O -0.821 -1.352 -0.915
P -1.962 -1.245 0.145
H 0.164 2.699 0.461
H 0.527 2.052 2.050
H 2.496 1.591 0.912
H 1.644 0.106 1.578
H 0.682 0.754 -1.299
H 2.416 0.760 -1.335
H 1.909 -1.638 -1.899
H 2.459 -1.735 -0.179
H 0.302 -3.124 -0.699
H 0.301 -1.954 0.568
```

***

> Which formula does entry 8 have?

C7H10NO5P

***

> The highest ΔE to the lowest compared entry with this formula, charge and spin belongs to which entry?

C3H7N3O2

***

> The highest electronic energy belongs to which entry?

C5H14